Entry 1:
Density functional theory data (ωB97M-V/def2-TZVPD) for the molecule C3H6N4 at a distorted geometry.

The value obtained for the relative energy (zero: lowest compared OMol25 entry of this formula, charge and spin) is 358.47 kJ/mol. The total charge is 0. Its HOMO energy (alpha / beta) is -0.3315 / -0.3315 hartree. As for the SMILES: [H]\N=C/C(/C=N/N)=N\[H]. Its gap between HOMO and LUMO (alpha / beta) is 8.51 / 8.51 eV.

Each line ends with the natural charge from an NBO analysis.
Element x y z (Å)
1 C 0.95 -0.09 -0.29  0.23
2 N -2.19 1.42 0.11  -0.59
3 C -0.02 0.99 -0.22  -0.08
4 C 0.19 -1.49 0.07  0.06
5 N -1.14 0.60 0.35  -0.16
6 N 2.22 0.06 -0.15  -0.65
7 N 0.84 -2.57 0.34  -0.58
8 H -1.97 2.40 -0.06  0.34
9 H -2.88 1.40 0.86  0.37
10 H 2.80 -0.62 -0.65  0.36
11 H 1.84 -2.42 0.51  0.33
12 H 0.21 1.99 -0.60  0.19
13 H -0.84 -1.66 -0.25  0.19



Entry 2:
Density functional theory data (ωB97M-V/def2-TZVPD) for the molecule C4H6O2.

The value obtained for the relative energy (zero: lowest compared OMol25 entry of this formula, charge and spin) is 495.42 kJ/mol. The total charge is 0. Its HOMO energy is -0.3123 hartree. Its gap between HOMO and LUMO is 9.43 eV.

Each line ends with the natural charge from an NBO analysis.
Element x y z (Å)
1 C -1.24 -0.34 -0.10  -0.10
2 O -0.95 0.96 -0.58  -0.52
3 C 0.34 1.34 -0.23  0.24
4 C 1.23 -1.01 -0.45  -0.23
5 O 0.89 0.31 0.62  -0.41
6 C 0.06 -0.88 0.45  -0.03
7 H -2.00 -0.27 0.69  0.18
8 H -1.63 -0.94 -0.92  0.20
9 H 0.98 1.42 -1.11  0.19
10 H 0.33 2.26 0.36  0.17
11 H 2.01 -1.49 0.16  0.13
12 H -0.04 -1.42 1.39  0.19



Entry 3:
Density functional theory data (ωB97M-V/def2-TZVPD) for a cluster of 6 separate species, C31H67F2O10PSi in total at a distorted geometry.

The value obtained for the relative energy (zero: lowest compared OMol25 entry of this formula, charge and spin) is 1058.42 kJ/mol. The total charge is 0. Its HOMO energy is -0.3024 hartree. As for the SMILES: C[Si](C)(CCC(F)(F)P)c1ccccc1.COCCOC.COCCOC.COCCOC.COCCOC.COCCOC. Its gap between HOMO and LUMO is 8.21 eV.

Each line ends with the Mulliken charge.
Element x y z (Å)
1 C -2.89 0.43 4.28  -0.97
2 Si -1.74 1.45 3.11  0.12
3 C 0.10 1.25 3.70  -0.87
4 C -2.21 3.36 3.03  -0.58
5 C -0.98 4.35 3.44  -0.85
6 C 0.15 4.60 2.29  0.89
7 F 0.32 6.10 2.19  -0.32
8 F 1.49 4.08 2.72  -0.31
9 P -0.33 4.01 0.53  -0.12
10 C -1.80 0.85 1.25  0.64
11 C -2.85 1.54 0.14  -0.15
12 C -2.90 1.07 -1.46  -0.21
13 C -1.82 -0.12 -1.89  -0.48
14 C -0.79 -0.82 -0.78  -0.52
15 C -0.75 -0.36 0.81  -0.28
16 H -3.97 0.88 4.40  0.29
17 H -2.36 0.41 5.35  0.27
18 H -2.93 -0.70 3.91  0.23
19 H 0.78 1.61 2.80  0.20
20 H 0.27 0.10 3.87  0.30
21 H 0.31 1.89 4.68  0.31
22 H -2.77 3.64 2.03  0.27
23 H -3.04 3.48 3.89  0.35
24 H -1.44 5.39 3.74  0.34
25 H -0.46 3.91 4.42  0.20
26 H 0.63 2.94 0.21  0.07
27 H -0.20 5.05 -0.46  0.08
28 H -3.61 2.40 0.44  0.13
29 H -3.66 1.55 -2.25  0.09
30 H -1.83 -0.43 -3.02  0.27
31 H -0.05 -1.65 -1.15  0.35
32 H -0.01 -0.85 1.57  0.26
33 C 2.67 7.89 0.91  -0.74
34 O 4.04 8.10 0.58  -0.40
35 C 4.59 6.99 -0.16  -0.43
36 C 4.69 7.31 -1.65  -0.47
37 O 3.39 7.43 -2.24  -0.38
38 C 3.01 8.78 -2.45  -0.74
39 H 2.27 8.83 1.29  0.33
40 H 2.08 7.57 0.05  0.29
41 H 2.60 7.13 1.70  0.31
42 H 4.01 6.08 0.01  0.26
43 H 5.60 6.82 0.23  0.38
44 H 5.20 6.49 -2.16  0.36
45 H 5.28 8.22 -1.82  0.32
46 H 3.58 9.20 -3.28  0.33
47 H 3.16 9.39 -1.55  0.32
48 H 1.95 8.80 -2.71  0.25
49 C 2.80 -6.62 -2.01  -0.71
50 O 1.44 -6.76 -2.42  -0.46
51 C 0.53 -6.29 -1.41  -0.24
52 C -0.02 -4.91 -1.77  -0.63
53 O 1.00 -3.91 -1.70  -0.06
54 C 1.47 -3.55 -3.00  -0.93
55 H 3.43 -6.81 -2.89  0.31
56 H 3.01 -5.62 -1.63  0.22
57 H 3.03 -7.37 -1.25  0.38
58 H 1.00 -6.29 -0.43  0.12
59 H -0.30 -7.01 -1.38  0.42
60 H -0.78 -4.63 -1.02  0.29
61 H -0.50 -4.92 -2.75  0.41
62 H 0.72 -2.94 -3.50  0.29
63 H 1.72 -4.42 -3.61  0.42
64 H 2.38 -2.94 -2.87  0.18
65 C 7.64 -3.35 -2.37  -0.77
66 O 6.89 -4.50 -1.98  -0.36
67 C 7.08 -4.83 -0.61  -0.54
68 C 5.90 -4.37 0.25  -0.07
69 O 5.82 -2.94 0.31  -0.41
70 C 4.81 -2.42 -0.55  -0.69
71 H 7.30 -3.04 -3.37  0.24
72 H 7.51 -2.52 -1.68  0.34
73 H 8.70 -3.61 -2.43  0.32
74 H 8.02 -4.41 -0.23  0.33
75 H 7.16 -5.92 -0.55  0.39
76 H 6.04 -4.72 1.27  0.38
77 H 4.96 -4.80 -0.12  -0.07
78 H 3.83 -2.63 -0.13  0.27
79 H 4.88 -2.83 -1.56  0.29
80 H 4.94 -1.33 -0.61  0.34
81 C -0.44 -4.28 2.22  -0.93
82 O -0.91 -5.52 1.71  -0.32
83 C -0.32 -6.64 2.39  -0.37
84 C -1.30 -7.25 3.39  -0.71
85 O -1.54 -6.36 4.49  -0.37
86 C -2.80 -5.70 4.37  -0.66
87 H -1.06 -3.48 1.81  0.24
88 H -0.50 -4.24 3.31  0.50
89 H 0.60 -4.12 1.91  0.35
90 H 0.62 -6.36 2.87  0.36
91 H -0.09 -7.39 1.62  0.35
92 H -0.84 -8.16 3.82  0.39
93 H -2.24 -7.54 2.91  0.36
94 H -3.61 -6.41 4.58  0.33
95 H -2.94 -5.26 3.38  0.26
96 H -2.83 -4.90 5.11  0.24
97 C -7.40 1.42 -1.92  -0.71
98 O -6.96 2.73 -1.56  -0.37
99 C -6.06 3.28 -2.52  -0.29
100 C -6.77 4.31 -3.41  -0.71
101 O -7.74 3.68 -4.26  -0.38
102 C -9.06 3.86 -3.79  -0.70
103 H -8.22 1.14 -1.25  0.25
104 H -7.76 1.39 -2.95  0.33
105 H -6.58 0.71 -1.79  0.30
106 H -5.60 2.49 -3.12  0.31
107 H -5.27 3.79 -1.96  0.37
108 H -6.02 4.77 -4.07  0.38
109 H -7.23 5.10 -2.81  0.36
110 H -9.38 4.90 -3.96  0.32
111 H -9.16 3.62 -2.72  0.31
112 H -9.73 3.20 -4.35  0.23



Entry 4:
Density functional theory data (ωB97M-V/def2-TZVPD) for a structure of composition C16H48B3BrN6O7P4 at a distorted geometry.

The total charge is 0. Its HOMO energy is -0.2934 hartree. Its gap between HOMO and LUMO is 7.52 eV.

Each line ends with the Mulliken charge.
Element x y z (Å)
1 C 5.92 0.55 3.44  -1.19
2 C 5.75 0.45 1.93  -0.59
3 C 4.29 0.45 1.45  0.77
4 C 4.19 0.24 -0.07  -1.65
5 B 3.72 1.89 1.74  -0.19
6 O 2.95 2.17 2.88  -0.06
7 B 2.09 3.18 2.50  0.64
8 P 0.22 2.70 2.28  0.36
9 O -0.58 3.71 1.52  -0.62
10 O 2.63 4.42 2.25  -0.32
11 B 3.72 4.21 1.42  0.38
12 P 4.97 5.67 1.04  -0.15
13 O 6.40 4.90 0.73  -0.48
14 Br 4.32 6.32 -0.98  -0.20
15 O 3.92 2.96 0.86  0.07
16 H 5.50 -0.34 3.90  0.30
17 H 6.97 0.63 3.72  0.39
18 H 5.41 1.42 3.88  0.26
19 H 6.24 -0.46 1.58  0.40
20 H 6.27 1.28 1.42  0.23
21 H 3.69 -0.30 1.96  0.21
22 H 4.80 0.96 -0.62  0.40
23 H 3.15 0.43 -0.37  0.36
24 H 4.44 -0.79 -0.33  0.38
25 H 0.24 1.49 1.54  -0.08
26 H -0.33 2.43 3.55  0.04
27 H 6.80 4.58 1.54  0.33
28 O -4.52 0.33 -1.94  -0.84
29 P -4.68 1.81 -2.09  0.71
30 N -3.44 2.41 -1.08  0.14
31 C -3.56 3.40 -0.03  -0.94
32 C -2.09 1.94 -1.34  -0.70
33 N -6.24 1.99 -1.39  0.19
34 C -6.62 3.01 -0.44  -1.03
35 C -7.01 0.77 -1.17  -1.03
36 N -4.90 3.29 -2.97  0.01
37 C -5.91 3.16 -4.05  -1.10
38 C -3.69 3.85 -3.60  -1.02
39 H -4.08 4.30 -0.36  0.28
40 H -2.58 3.73 0.31  0.53
41 H -4.07 2.99 0.85  0.19
42 H -1.61 2.52 -2.14  0.29
43 H -2.07 0.89 -1.63  0.37
44 H -1.47 2.03 -0.44  -0.01
45 H -6.31 2.76 0.58  0.30
46 H -7.71 3.13 -0.43  0.37
47 H -6.22 3.98 -0.71  0.27
48 H -6.70 0.25 -0.26  0.31
49 H -6.92 0.09 -2.00  0.32
50 H -8.07 1.02 -1.08  0.32
51 H -5.60 2.45 -4.82  0.35
52 H -6.08 4.13 -4.52  0.41
53 H -6.87 2.82 -3.65  0.31
54 H -3.16 3.12 -4.22  0.36
55 H -3.00 4.22 -2.84  0.27
56 H -3.96 4.70 -4.22  0.38
57 O 2.64 -3.40 1.50  -0.87
58 P 1.59 -4.27 0.87  0.79
59 N 2.37 -4.78 -0.56  0.23
60 C 1.85 -4.69 -1.91  -0.97
61 C 3.66 -5.42 -0.42  -1.16
62 N 0.39 -3.08 0.59  0.30
63 C -0.37 -2.93 -0.64  -1.09
64 C 0.57 -1.80 1.24  -1.21
65 N 0.38 -5.51 0.85  -0.03
66 C -0.51 -5.46 2.04  -1.11
67 C 0.89 -6.90 0.77  -1.02
68 H 0.84 -5.11 -2.00  0.31
69 H 2.46 -5.28 -2.59  0.44
70 H 1.84 -3.67 -2.28  0.22
71 H 3.57 -6.49 -0.20  0.29
72 H 4.24 -4.97 0.39  0.30
73 H 4.26 -5.32 -1.33  0.48
74 H 0.20 -2.39 -1.41  0.26
75 H -1.29 -2.36 -0.45  0.41
76 H -0.69 -3.88 -1.04  0.26
77 H 1.29 -1.16 0.71  0.30
78 H 0.91 -1.92 2.26  0.39
79 H -0.39 -1.26 1.30  0.40
80 H 0.03 -5.65 2.97  0.35
81 H -1.31 -6.20 1.94  0.42
82 H -0.99 -4.48 2.12  0.31
83 H 1.63 -7.12 1.54  0.36
84 H 1.33 -7.10 -0.20  0.28
85 H 0.06 -7.60 0.88  0.38



Entry 5:
Density functional theory data (ωB97M-V/def2-TZVPD) for the ion C3H4NS with charge +1 at a distorted geometry.

The value obtained for the relative energy (zero: lowest compared OMol25 entry of this formula, charge and spin) is 371.74 kJ/mol. The total charge is +1. Its HOMO energy (alpha / beta) is -0.5808 / -0.5721 hartree. Its gap between HOMO and LUMO (alpha / beta) is 7.03 / 6.58 eV.

Each line ends with the natural charge from an NBO analysis.
Element x y z (Å)
1 C -1.59 -0.97 0.18  0.45
2 C 0.65 -0.58 -0.28  -0.20
3 C 0.11 0.86 0.14  -0.62
4 N -0.48 -1.38 0.16  -0.30
5 S -1.61 1.03 -0.23  0.60
6 H 0.57 -0.59 -1.34  0.25
7 H 1.48 -0.90 0.27  0.26
8 H 0.08 0.87 1.26  0.26
9 H 0.80 1.67 -0.16  0.30



Entry 6:
Density functional theory data (ωB97M-V/def2-TZVPD) for a cluster of 2 separate species, C3H11N2O3 in total at a distorted geometry.

The value obtained for the relative energy (zero: lowest compared OMol25 entry of this formula, charge and spin) is 100.71 kJ/mol. The total charge is +1. Its HOMO energy is -0.5351 hartree. Its gap between HOMO and LUMO is 11.57 eV.

Each line ends with the natural charge from an NBO analysis.
Element x y z (Å)
1 N 1.83 0.40 -0.72  -0.69
2 C 0.40 0.19 -0.28  -0.17
3 C -0.12 1.43 0.40  -0.09
4 O -0.12 2.39 -0.65  -0.78
5 C 0.45 -1.02 0.66  0.66
6 N -0.73 -1.52 1.02  -0.79
7 O 1.56 -1.50 0.86  -0.61
8 H 2.21 1.31 -0.46  0.44
9 H 2.35 -0.34 -0.19  0.48
10 H 1.86 0.38 -1.74  0.45
11 H -0.19 -0.07 -1.17  0.27
12 H -1.17 1.27 0.75  0.21
13 H 0.43 1.91 1.23  0.21
14 H -0.73 3.12 -0.74  0.52
15 H -0.82 -2.21 1.75  0.43
16 H -1.60 -1.08 0.70  0.43
17 H -3.18 -0.14 -1.27  0.50
18 H -2.94 -1.55 -0.87  0.49
19 O -2.51 -0.69 -0.85  -0.97



Entry 7:
Density functional theory data (ωB97M-V/def2-TZVPD) for a cluster of 3 separate species, C5H17N2O2 in total at a distorted geometry.

The value obtained for the relative energy (zero: lowest compared OMol25 entry of this formula, charge and spin) is 310.55 kJ/mol. The total charge is +1. Its HOMO energy is -0.4098 hartree. Its gap between HOMO and LUMO is 8.33 eV.

Each line ends with the natural charge from an NBO analysis.
Element x y z (Å)
1 C 1.26 0.88 2.04  -0.16
2 C 1.54 0.51 0.53  -0.46
3 C 0.40 0.05 -0.26  -0.44
4 C 0.29 -1.23 -0.74  0.09
5 N -0.48 -1.62 -1.82  -0.60
6 C -0.78 -2.94 -2.31  -0.42
7 N -0.35 0.34 2.36  -0.74
8 H 1.89 0.40 2.77  0.22
9 H 1.31 1.98 2.30  0.23
10 H 1.82 1.53 0.01  0.25
11 H 2.32 -0.26 0.51  0.23
12 H -0.05 0.72 -1.02  0.22
13 H 1.01 -1.96 -0.32  0.19
14 H -0.68 -0.75 -2.41  0.40
15 H -0.03 -3.71 -2.08  0.23
16 H -1.83 -3.17 -2.16  0.21
17 H -0.62 -2.90 -3.44  0.21
18 H -0.54 -0.41 1.69  0.45
19 H -0.97 1.08 2.06  0.45
20 H -0.63 0.05 3.34  0.44
21 H 2.07 3.16 -1.15  0.49
22 H 1.39 3.30 -2.63  0.50
23 O 1.59 2.85 -1.87  -0.98
24 H -3.32 1.37 1.99  0.49
25 H -3.65 0.11 1.08  0.51
26 O -2.96 0.61 1.54  -0.99



| no. | molecular weight (u) |
| --- | --- |
| 1 | 98.11 |
| 2 | 86.09 |
| 3 | 696.92 |
| 4 | 672.83 |
| 5 | 86.14 |
| 6 | 123.13 |
| 7 | 137.20 |